{"formula": "C26H55N2O9", "method": "wB97M-V/def2-TZVPD", "species": ["O", "O", "O", "O", "O", "O", "O", "O", "O", "N", "N", "C", "C", "C", "C", "C", "C", "C", "C", "C", "C", "C", "C", "C", "C", "C", "C", "C", "C", "C", "C", "C", "C", "C", "C", "C", "C", "H", "H", "H", "H", "H", "H", "H", "H", "H", "H", "H", "H", "H", "H", "H", "H", "H", "H", "H", "H", "H", "H", "H", "H", "H", "H", "H", "H", "H", "H", "H", "H", "H", "H", "H", "H", "H", "H", "H", "H", "H", "H", "H", "H", "H", "H", "H", "H", "H", "H", "H", "H", "H", "H", "H"], "coordinates": [[0.101, 4.834, -8.204], [-0.804, 1.565, -1.352], [-3.795, -1.457, -3.675], [-1.468, -1.256, 1.681], [2.108, -3.841, 5.520], [-1.478, -0.553, -5.259], [1.620, -6.719, 5.885], [0.744, 2.626, 3.785], [-0.803, 3.742, -5.623], [-0.282, -3.092, 0.607], [0.878, 1.369, 4.000], [-0.345, 0.708, 4.534], [0.795, -0.453, 2.275], [1.371, -5.726, 6.865], [-0.661, -0.061, 2.066], [2.996, -6.960, 5.657], [-0.669, 2.990, -6.820], [-0.016, -0.565, 5.328], [-1.890, 4.649, -5.640], [-3.624, -0.143, -4.186], [1.019, -4.393, 6.244], [0.418, 3.541, -7.715], [2.809, -0.141, 3.707], [-0.844, -2.223, 1.111], [-0.403, 0.581, -0.413], [0.751, 5.879, -7.505], [-2.817, -0.129, -5.466], [0.214, 1.950, -2.269], [-1.314, 0.451, 3.376], [2.335, 1.570, 2.006], [1.226, 2.907, -1.630], [1.670, 0.605, 2.983], [-0.876, 0.980, 0.973], [2.005, -4.029, 4.120], [-1.243, -1.894, -5.646], [-1.009, 1.679, 5.530], [-2.892, -1.748, -2.620], [-1.897, 5.254, -6.549], [-2.776, 0.899, -5.840], [1.268, -0.653, 1.312], [2.018, 2.349, -1.127], [0.711, 1.059, -2.669], [1.657, 3.573, -2.373], [-3.302, -0.749, -6.227], [0.765, -3.688, 7.042], [-3.144, 0.498, -3.439], [2.236, -5.614, 7.526], [-2.079, -0.265, 3.678], [-3.180, -1.200, -1.715], [3.075, -7.579, 4.765], [-0.259, 2.103, 6.196], [3.548, -6.030, 5.495], [2.433, -0.867, 4.424], [-4.619, 0.264, -4.392], [0.681, 0.429, -0.439], [0.525, -6.067, 7.470], [-1.562, 2.468, 5.028], [-1.868, -1.479, -2.889], [-1.622, 2.957, -7.359], [2.997, 1.009, 1.346], [-1.781, 5.305, -4.778], [-1.711, 1.107, 6.141], [1.627, 2.156, 1.427], [1.818, 5.909, -7.756], [-1.240, -1.988, -6.738], [0.854, -1.387, 2.832], [-0.262, -2.176, -5.268], [1.232, -3.375, 3.700], [-2.843, 4.114, -5.556], [3.411, -0.666, 2.963], [0.537, -1.309, 4.764], [0.508, -0.309, 6.248], [1.769, -5.063, 3.861], [-0.300, 2.431, -3.101], [-0.415, 1.928, 1.257], [0.144, -4.501, 5.595], [-0.960, -1.030, 5.619], [0.698, 3.483, -0.869], [-1.992, -2.571, -5.230], [-2.937, -2.816, -2.414], [-0.408, 1.966, -6.531], [0.640, 5.773, -6.424], [-1.828, 1.386, 3.153], [-1.951, 1.171, 0.913], [3.441, -7.499, 6.500], [3.440, 0.572, 4.238], [2.950, 2.271, 2.570], [-0.854, -0.371, -0.721], [2.964, -3.762, 3.677], [0.529, 2.882, -8.581], [0.293, 6.816, -7.819], [1.372, 3.557, -7.178]], "energy_ev": -49255.113, "s_squared": 0.7542, "lumo_ev": [0.69, 0.29], "multiplicity": 2, "homo_ev": [-8.531, -9.184]}

=====

{"formula": "C4H15O4", "method": "wB97M-V/def2-TZVPD", "species": ["O", "O", "O", "O", "C", "C", "C", "C", "H", "H", "H", "H", "H", "H", "H", "H", "H", "H", "H", "H", "H", "H", "H"], "coordinates": [[1.362, 0.998, 1.701], [-1.155, 1.076, -2.814], [-3.083, 2.551, -3.014], [-0.233, 1.639, -0.687], [0.902, -1.965, -0.408], [1.000, -1.313, 2.105], [0.854, 0.097, 2.698], [0.072, -1.712, 0.904], [1.106, -0.957, -0.840], [1.991, -1.263, 1.669], [-0.136, 0.334, 2.912], [-0.391, 1.586, -3.074], [1.663, 0.145, 3.418], [0.702, 1.121, 0.894], [0.240, -2.387, -1.115], [0.035, 2.546, -0.565], [1.059, -2.023, 2.901], [-0.799, -1.048, 0.583], [-0.791, 1.458, -1.670], [1.846, -2.460, -0.307], [-3.379, 2.397, -3.852], [-2.486, 1.893, -2.709], [-0.377, -2.712, 1.268]], "energy_ev": -12581.028, "total_charge": -1, "lumo_ev": 3.68, "homo_ev": -4.760}

=====

{"formula": "C42H102F4N15O17P5", "method": "wB97M-V/def2-TZVPD", "species": ["P", "P", "P", "P", "P", "F", "F", "F", "F", "O", "O", "O", "O", "O", "O", "O", "O", "O", "O", "O", "O", "O", "O", "O", "O", "O", "N", "N", "N", "N", "N", "N", "N", "N", "N", "N", "N", "N", "N", "N", "N", "C", "C", "C", "C", "C", "C", "C", "C", "C", "C", "C", "C", "C", "C", "C", "C", "C", "C", "C", "C", "C", "C", "C", "C", "C", "C", "C", "C", "C", "C", "C", "C", "C", "C", "C", "C", "C", "C", "C", "C", "C", "C", "H", "H", "H", "H", "H", "H", "H", "H", "H", "H", "H", "H", "H", "H", "H", "H", "H", "H", "H", "H", "H", "H", "H", "H", "H", "H", "H", "H", "H", "H", "H", "H", "H", "H", "H", "H", "H", "H", "H", "H", "H", "H", "H", "H", "H", "H", "H", "H", "H", "H", "H", "H", "H", "H", "H", "H", "H", "H", "H", "H", "H", "H", "H", "H", "H", "H", "H", "H", "H", "H", "H", "H", "H", "H", "H", "H", "H", "H", "H", "H", "H", "H", "H", "H", "H", "H", "H", "H", "H", "H", "H", "H", "H", "H", "H", "H", "H", "H", "H", "H", "H", "H"], "coordinates": [[5.445, -2.264, -2.740], [-6.077, 0.947, -2.487], [1.737, 1.392, 6.372], [-4.349, -2.461, 2.990], [0.796, 4.345, 0.187], [-1.785, 0.869, 0.043], [-1.049, -5.456, -4.112], [2.192, -3.200, 1.568], [-1.576, 1.879, -6.728], [4.791, -1.460, 1.905], [-0.764, -1.018, 0.679], [-6.992, 2.060, -2.825], [4.679, -3.172, -1.769], [0.647, 3.180, 1.009], [2.880, 1.650, -5.868], [3.898, 0.592, 1.652], [0.491, -3.887, -4.650], [-0.762, -3.050, -0.452], [1.031, 2.101, 7.490], [2.935, -1.279, 0.748], [-0.768, -2.156, -4.165], [0.648, 1.679, -6.757], [-5.049, -1.142, 2.908], [-0.143, -1.081, -1.368], [0.782, -1.911, -5.768], [1.027, 1.987, -4.608], [1.566, 4.055, -1.350], [-0.747, 5.057, -0.121], [-4.565, 0.981, -3.233], [1.037, 1.652, 4.849], [4.772, -0.773, -2.937], [-2.655, -2.359, 2.943], [5.491, -2.919, -4.347], [-4.833, -3.605, 1.793], [7.030, -1.940, -2.157], [-4.767, -3.369, 4.430], [-6.652, -0.563, -2.970], [1.758, 5.573, 0.921], [3.396, 1.847, 6.080], [1.849, -0.272, 6.626], [-5.677, 0.778, -0.809], [7.892, -3.097, -1.900], [3.870, -0.621, 1.428], [-1.819, 4.200, -0.616], [-1.631, -3.282, -3.723], [0.140, 2.797, 4.616], [-6.731, 0.235, 0.063], [-0.367, 1.812, -4.680], [-2.121, -1.278, 3.732], [-5.315, -2.684, 5.652], [3.581, -0.434, -2.217], [-1.840, -3.612, 3.004], [0.255, 0.209, -0.930], [4.179, 1.217, 5.058], [1.666, 1.704, -5.765], [-3.378, 0.244, -2.653], [2.604, -0.800, 7.795], [-4.439, 1.271, -4.655], [-0.584, -1.809, -0.406], [3.136, -2.603, 0.771], [-4.838, 1.874, -0.220], [-0.602, 0.289, 0.328], [0.778, -1.243, 6.171], [7.240, -0.808, -1.276], [-8.043, -0.484, -3.376], [-0.483, -4.338, -3.712], [3.974, 3.105, 6.668], [-0.989, 6.517, -0.111], [1.258, 0.792, 3.657], [0.254, -2.634, -4.935], [-4.699, -4.807, 4.505], [2.525, 6.584, 0.176], [4.279, -3.402, -4.919], [-4.184, -3.649, 0.458], [-6.011, -1.912, -3.139], [1.096, 4.796, -2.577], [2.589, 2.962, -1.552], [1.605, 5.841, 2.333], [4.553, -2.667, 1.260], [-0.511, 1.291, -6.096], [6.466, -2.460, -5.335], [-6.223, -3.904, 1.712], [5.371, 0.401, -3.637], [4.948, 0.494, -4.637], [1.335, 0.239, -0.785], [-3.858, 0.532, -5.207], [1.867, -0.084, 3.879], [3.052, -2.998, -0.241], [3.653, -2.645, -5.392], [-4.653, -2.635, 6.517], [-4.600, -2.933, -0.251], [-2.031, 6.802, -0.255], [-2.792, 4.358, -0.150], [0.791, -1.323, 5.084], [-6.747, -4.080, 2.652], [-3.695, -0.392, -1.827], [2.034, 2.099, -1.920], [-2.183, -2.999, -2.828], [-6.511, -2.746, -2.648], [-5.369, -5.291, 3.794], [-0.123, 0.920, 1.076], [-2.431, -4.418, 2.570], [4.617, -3.356, 2.103], [-6.713, -3.206, 1.033], [3.363, 3.375, 7.529], [-2.130, 4.542, -1.603], [1.892, 7.407, -0.153], [-5.618, -1.670, 5.388], [3.187, 0.443, -2.730], [5.322, -2.898, 0.522], [7.457, -2.222, -4.950], [1.847, 5.583, -2.645], [3.088, 6.143, -0.646], [0.273, 0.472, 3.317], [1.345, 4.879, 2.775], [-3.145, -3.340, 0.578], [-1.091, 2.626, -4.653], [-0.005, 0.964, -1.672], [-2.877, -0.409, -3.368], [4.264, 0.136, 5.167], [4.010, 3.885, 5.908], [1.077, 4.247, -3.519], [-1.504, -3.736, 4.033], [8.912, -2.826, -1.627], [6.694, -3.159, -6.140], [-0.883, -3.504, 2.494], [8.288, -0.558, -1.108], [-0.209, -0.871, 6.446], [2.822, -1.212, -2.292], [-8.404, -1.477, -3.642], [6.837, -0.849, -0.263], [3.196, 3.387, -2.351], [2.574, 6.148, 2.725], [-2.584, -0.335, 3.440], [-0.690, 1.050, -3.971], [-6.303, -4.898, 1.274], [3.418, -0.154, 8.123], [7.565, -3.714, -1.063], [-1.046, -1.146, 3.608], [0.263, 3.619, 5.320], [0.121, 5.226, -2.349], [-4.467, 1.611, 0.770], [-6.218, -3.234, 5.918], [-5.280, 2.871, -0.212], [-4.027, 2.246, -4.915], [0.234, 3.143, 3.587], [-6.006, -2.101, -4.213], [4.919, 2.824, 7.134], [-8.631, -0.245, -2.489], [-0.464, 7.030, -0.917], [5.333, 1.223, -2.921], [-2.169, -1.397, 4.814], [3.839, 1.546, 4.076], [-0.907, 2.502, 4.692], [-1.523, 3.151, -0.589], [6.899, 0.104, -1.765], [3.209, 2.682, -0.701], [-8.158, 0.145, -4.259], [3.771, -4.020, -4.179], [-4.148, -4.641, 0.008], [0.915, 6.660, 2.538], [4.594, -4.139, -5.658], [3.011, -1.773, 7.519], [6.246, -1.455, -5.696], [1.700, 1.346, 2.829], [8.020, -3.629, -2.843], [-5.046, -5.079, 5.502], [6.393, 0.247, -3.983], [-3.925, 1.997, -0.803], [3.836, -0.035, -1.235], [-6.501, 0.420, 1.113], [-2.583, 0.960, -2.443], [5.218, 1.538, 5.134], [-7.665, 0.738, -0.188], [-6.849, -0.817, -0.195], [-0.673, 0.215, -6.169], [-4.997, -1.934, -2.740], [-2.411, -3.413, -4.473], [3.222, 7.000, 0.904], [-3.693, -5.191, 4.337], [0.876, -2.212, 6.659], [2.020, -0.864, 8.713], [0.046, -4.460, -2.767], [-0.635, 6.981, 0.809], [-5.412, 1.064, -5.101]], "energy_ev": -159685.501, "lumo_ev": 0.43, "homo_ev": -7.791}

=====

{"formula": "C40H68F12O26", "method": "wB97M-V/def2-TZVPD", "species": ["F", "F", "F", "F", "F", "F", "F", "F", "F", "F", "F", "F", "O", "O", "O", "O", "O", "O", "O", "O", "O", "O", "O", "O", "O", "O", "O", "O", "O", "O", "O", "O", "O", "O", "O", "O", "O", "O", "C", "C", "C", "C", "C", "C", "C", "C", "C", "C", "C", "C", "C", "C", "C", "C", "C", "C", "C", "C", "C", "C", "C", "C", "C", "C", "C", "C", "C", "C", "C", "C", "C", "C", "C", "C", "C", "C", "C", "C", "H", "H", "H", "H", "H", "H", "H", "H", "H", "H", "H", "H", "H", "H", "H", "H", "H", "H", "H", "H", "H", "H", "H", "H", "H", "H", "H", "H", "H", "H", "H", "H", "H", "H", "H", "H", "H", "H", "H", "H", "H", "H", "H", "H", "H", "H", "H", "H", "H", "H", "H", "H", "H", "H", "H", "H", "H", "H", "H", "H", "H", "H", "H", "H", "H", "H", "H", "H"], "coordinates": [[-2.674, 3.330, -3.340], [-4.453, -6.085, 3.056], [6.141, -3.317, 4.277], [1.887, -0.859, -0.898], [4.012, -3.943, 4.281], [-2.519, -5.276, 2.469], [-3.772, -4.187, 3.924], [-2.906, 3.049, -5.450], [4.948, -3.132, 6.033], [-2.285, 1.424, -4.262], [1.881, 0.973, 0.259], [2.545, 0.996, -1.827], [4.855, 5.933, -1.790], [2.651, 5.771, -1.767], [0.436, -4.139, 4.029], [-5.325, -3.267, 2.196], [-0.187, 1.471, -2.207], [-0.619, -0.116, -0.687], [-0.241, 4.165, -4.590], [2.866, -8.314, 0.098], [-1.632, 3.362, 3.746], [-1.102, -2.785, -5.102], [4.277, -1.717, 2.872], [-3.617, 5.692, -1.585], [-5.326, 4.414, -1.530], [-3.994, 4.520, 0.328], [4.503, -0.603, 4.848], [-4.350, -4.420, 0.502], [1.047, -2.207, 2.820], [3.706, -6.403, 0.727], [0.010, 1.909, 3.806], [-0.683, -3.815, -3.258], [1.520, -6.733, 0.970], [-0.590, -1.634, -3.279], [3.766, 4.145, -0.768], [-0.650, 2.656, 1.822], [-0.194, 2.112, -5.453], [1.579, -2.390, 4.918], [1.745, -9.207, 0.086], [2.286, 2.149, -5.370], [5.058, 3.700, -0.204], [0.149, 0.648, -1.408], [1.416, 5.060, -1.329], [4.920, -3.016, 4.764], [4.985, 0.188, 1.489], [-0.780, -2.649, -3.817], [3.865, -0.503, 2.185], [-0.709, -3.759, -1.779], [0.951, -3.030, 3.925], [0.249, -2.742, 1.724], [1.713, -3.164, 6.110], [-2.404, 6.114, -1.069], [4.491, -1.579, 4.186], [-2.484, 4.319, 2.947], [1.164, 1.271, 3.189], [1.629, 0.433, -0.984], [3.271, -4.127, 0.031], [-5.614, 4.646, -2.910], [-6.134, -2.457, 1.194], [-0.716, 3.119, -4.738], [-0.713, 2.665, 3.009], [-0.781, -5.221, -1.392], [1.173, 5.408, 0.161], [-4.511, -4.179, 1.672], [-5.163, -1.527, 0.513], [-4.265, 4.802, -0.826], [-3.773, -4.930, 2.831], [-1.264, -2.510, 1.967], [2.596, -7.131, 0.638], [-1.692, 5.654, 2.886], [1.091, 2.491, -6.219], [-2.641, 1.180, -0.152], [3.584, -5.058, 1.200], [-2.119, 2.721, -4.402], [-2.045, -0.005, -0.894], [-1.217, -1.594, -5.870], [-1.680, 6.927, -2.082], [3.874, 5.337, -1.496], [-0.019, -5.741, -1.989], [-6.604, -3.194, 0.566], [-2.249, 1.269, 0.893], [1.504, 1.845, 2.323], [3.406, -3.062, 0.246], [-1.808, -2.969, 1.140], [5.465, -0.435, 0.731], [5.722, 0.314, 2.339], [-2.259, 0.016, -1.952], [4.754, 1.145, 1.060], [-0.706, 7.275, -1.774], [4.980, 3.690, 0.875], [1.087, -9.101, 0.978], [1.172, -9.067, -0.799], [2.285, 1.071, -5.149], [2.865, -4.998, 2.062], [1.189, 6.501, 0.253], [-6.669, 4.294, -2.941], [0.225, -3.223, -1.503], [-1.603, -3.045, 2.838], [5.884, 4.296, -0.533], [-0.717, 5.467, 2.479], [3.170, 2.304, -5.971], [0.829, -3.148, 6.766], [0.570, -2.229, 0.818], [5.254, 2.702, -0.644], [-2.663, 3.802, 2.019], [-0.751, -5.325, -0.307], [-6.872, -1.983, 1.830], [-2.401, 7.704, -2.302], [-3.713, 0.908, -0.169], [2.076, -10.256, 0.118], [-5.726, -0.914, -0.155], [-1.699, 6.388, -3.062], [-4.993, 3.930, -3.452], [2.246, -4.337, -0.294], [-1.789, -5.556, -1.661], [-4.731, -0.853, 1.264], [0.178, 5.116, 0.499], [2.584, -2.917, 6.706], [-1.583, -1.478, 2.081], [1.840, -4.227, 5.882], [-1.492, 6.038, 3.892], [-1.156, -1.917, -6.913], [-4.374, -1.999, -0.053], [1.953, 5.092, 0.882], [-0.416, -0.870, -5.639], [1.052, 1.899, -7.136], [1.514, 3.961, -1.461], [-1.584, -3.204, -1.444], [0.841, 0.274, 2.838], [-2.575, 6.668, -0.141], [-2.174, -1.129, -5.723], [0.501, -3.790, 1.592], [4.606, -4.899, 1.678], [-1.826, 5.194, -0.798], [2.327, 2.755, -4.470], [1.087, 3.552, -6.456], [0.576, 5.443, -1.929], [3.944, -4.286, -0.765], [3.510, 0.161, 2.930], [-3.378, 4.365, 3.552], [-2.517, 2.155, -0.581], [-2.410, -0.935, -0.413], [2.973, -0.818, 1.589], [-5.497, 5.671, -3.331], [1.944, 1.184, 3.939], [-2.180, 6.438, 2.299]], "energy_ev": -128428.493, "lumo_ev": 0.45, "homo_ev": -10.741}

=====

Repeat the second record exactly.
{"formula": "C4H15O4", "method": "wB97M-V/def2-TZVPD", "species": ["O", "O", "O", "O", "C", "C", "C", "C", "H", "H", "H", "H", "H", "H", "H", "H", "H", "H", "H", "H", "H", "H", "H"], "coordinates": [[1.362, 0.998, 1.701], [-1.155, 1.076, -2.814], [-3.083, 2.551, -3.014], [-0.233, 1.639, -0.687], [0.902, -1.965, -0.408], [1.000, -1.313, 2.105], [0.854, 0.097, 2.698], [0.072, -1.712, 0.904], [1.106, -0.957, -0.840], [1.991, -1.263, 1.669], [-0.136, 0.334, 2.912], [-0.391, 1.586, -3.074], [1.663, 0.145, 3.418], [0.702, 1.121, 0.894], [0.240, -2.387, -1.115], [0.035, 2.546, -0.565], [1.059, -2.023, 2.901], [-0.799, -1.048, 0.583], [-0.791, 1.458, -1.670], [1.846, -2.460, -0.307], [-3.379, 2.397, -3.852], [-2.486, 1.893, -2.709], [-0.377, -2.712, 1.268]], "energy_ev": -12581.028, "total_charge": -1, "lumo_ev": 3.68, "homo_ev": -4.760}